# 1
63
Properties=species:S:1:pos:R:3:forces:R:3 method="wB97M-V/def2-TZVPD" spin_multiplicity=1 e_homo_ha="-0.3805 / -0.3801" charge=+1 e_tot_ha=-2143.80393 de_lowest_ev=3.540
Ir 1.160 2.040 -0.091 0.8 -4.7 -4.6
O -2.505 3.939 -1.100 -0.2 0.4 0.5
C -2.878 3.328 -2.238 0.0 -0.4 -0.5
C -4.102 3.586 -2.845 0.0 0.1 0.1
C -4.468 2.919 -3.995 0.1 -0.1 0.0
C -3.634 1.960 -4.562 -0.1 0.0 0.0
C -2.416 1.696 -3.976 0.0 0.2 0.2
C -2.011 2.378 -2.825 -0.4 0.6 0.2
C -0.698 2.144 -2.239 1.2 -1.5 -1.2
O -0.284 2.879 -1.285 0.1 0.5 2.1
N 0.061 1.171 -2.754 -1.6 0.3 -0.4
N 1.181 0.939 -2.103 0.4 2.0 3.2
C 2.150 0.198 -2.543 0.3 0.0 0.5
C 3.372 -0.084 -1.856 0.3 0.5 0.7
C 4.238 -1.010 -2.463 0.5 -0.2 0.0
C 5.464 -1.332 -1.931 -0.2 -0.1 -0.3
C 5.912 -0.686 -0.774 -0.2 0.1 -0.1
C 5.112 0.230 -0.148 -0.4 0.1 0.1
C 3.803 0.526 -0.620 0.1 -1.2 -1.0
O 3.076 1.291 0.113 -1.0 1.8 1.7
H -3.149 4.605 -0.824 -0.1 -0.2 -0.2
H -4.764 4.323 -2.410 0.0 0.0 0.0
H -5.416 3.146 -4.451 -0.2 0.0 -0.1
H -3.939 1.441 -5.457 0.0 -0.1 -0.1
H -1.731 0.975 -4.389 0.0 -0.1 -0.1
H 2.058 -0.244 -3.535 -0.4 0.1 0.1
H 3.919 -1.480 -3.380 0.0 -0.1 -0.1
H 6.086 -2.072 -2.409 0.0 0.0 -0.1
H 6.892 -0.906 -0.378 0.1 0.0 0.0
H 5.440 0.742 0.745 0.0 0.0 0.1
C -0.216 -1.622 4.273 0.3 0.7 0.0
Si 0.571 0.116 4.342 0.1 0.1 0.3
C 0.096 1.094 5.899 0.2 -0.5 -0.6
C 2.442 0.018 3.989 -0.7 0.0 0.2
C -0.101 1.035 2.798 0.3 -0.7 0.6
Te 0.376 -0.264 1.161 0.0 2.4 -0.7
C -1.661 -0.806 0.776 0.3 -0.3 -0.6
Si -1.697 -2.440 -0.240 -0.1 -0.4 -0.2
C -0.441 -3.619 0.583 -0.4 0.6 -0.3
C -1.131 -1.976 -1.997 -0.3 -0.2 0.7
C -3.454 -3.166 -0.172 0.7 0.4 0.0
H 0.145 -2.261 5.071 0.1 -0.1 0.1
H 0.025 -2.107 3.327 0.1 -0.2 0.0
H -1.298 -1.582 4.358 -0.2 0.1 0.0
H 0.479 0.601 6.784 0.1 -0.1 0.2
H -0.981 1.174 6.012 -0.2 -0.1 -0.1
H 0.500 2.102 5.886 0.1 0.1 -0.1
H 2.982 -0.533 4.750 0.1 -0.2 0.2
H 2.888 1.007 3.929 0.0 0.2 0.0
H 2.622 -0.478 3.034 0.1 -0.1 0.0
H 0.398 1.991 2.660 0.2 0.1 -0.1
H -1.173 1.199 2.793 -0.2 0.0 -0.1
H -2.164 0.010 0.264 0.0 0.2 -0.1
H -2.122 -0.935 1.751 0.1 0.0 0.3
H 0.553 -3.172 0.614 0.1 -0.1 0.0
H -0.356 -4.556 0.044 0.0 -0.1 -0.2
H -0.726 -3.863 1.603 -0.1 0.0 0.2
H -0.135 -1.541 -1.978 0.2 0.1 0.0
H -1.794 -1.248 -2.454 -0.1 0.2 0.0
H -1.098 -2.841 -2.650 0.0 -0.2 -0.1
H -3.764 -3.394 0.843 0.0 0.0 0.2
H -3.500 -4.091 -0.737 0.1 -0.2 -0.1
H -4.193 -2.493 -0.595 -0.1 0.2 -0.1

***

# 2
60
Properties=species:S:1:pos:R:3:forces:R:3 method="wB97M-V/def2-TZVPD" spin_multiplicity=1 e_homo_ha=-0.3163 smiles="COCCC(=O)N1CCC(Oc2ccc(C(=O)N3CCCCCC3)cc2)CC1" e_tot_ha=-1268.00045 de_lowest_ev=2.259
C -6.534 -2.437 0.872 0.0 -0.1 -0.1
O -7.350 -1.422 1.413 -0.2 0.0 0.1
C -6.875 -0.120 1.206 -0.1 0.2 0.0
C -7.006 0.367 -0.255 0.1 -0.3 0.1
C -5.800 0.051 -1.122 -0.4 0.2 0.0
O -5.832 -0.841 -1.951 -0.1 -0.3 -0.2
N -4.688 0.809 -0.953 0.4 0.1 -0.1
C -4.486 1.894 -0.023 0.0 0.1 0.3
H -5.388 2.088 0.551 0.0 0.0 -0.1
C -3.328 1.578 0.927 0.3 0.1 -0.2
H -3.157 2.419 1.600 0.0 0.0 0.0
H -3.564 0.702 1.534 0.0 0.0 0.0
C -2.054 1.284 0.134 -0.4 -0.2 -0.2
C -2.335 0.146 -0.854 0.1 0.4 0.0
C -3.513 0.522 -1.751 0.2 -0.4 -0.2
H -3.765 -0.300 -2.423 0.1 0.2 0.0
H -3.261 1.408 -2.346 0.0 0.0 0.0
H -1.456 -0.063 -1.464 0.0 0.0 0.0
H -2.575 -0.755 -0.288 0.0 0.0 0.0
O -1.055 0.936 1.074 0.1 0.0 0.1
C 0.264 1.026 0.747 0.2 0.0 0.1
C 0.772 1.415 -0.488 -0.4 0.0 0.0
C 2.141 1.476 -0.684 0.2 -0.1 0.2
C 3.026 1.147 0.333 -0.2 0.2 0.0
C 2.515 0.779 1.573 0.0 0.0 -0.1
C 1.154 0.709 1.775 -0.2 0.0 -0.1
H 0.746 0.421 2.732 0.0 0.0 0.1
H 3.192 0.555 2.384 0.1 0.0 0.1
C 4.504 1.303 0.144 -0.1 0.1 0.0
O 5.099 2.235 0.657 0.0 0.2 0.2
N 5.118 0.383 -0.638 0.2 0.0 -0.2
C 4.459 -0.811 -1.116 -0.5 -0.3 0.2
H 5.019 -1.188 -1.974 -0.1 0.0 0.0
C 4.363 -1.889 -0.029 0.2 -0.1 -0.3
H 3.925 -1.437 0.862 -0.1 0.0 0.0
H 3.682 -2.670 -0.373 -0.1 0.0 0.0
C 5.707 -2.522 0.325 -0.2 0.2 0.2
C 6.799 -1.513 0.685 0.1 -0.2 -0.2
C 7.334 -0.760 -0.535 -0.1 0.1 0.1
H 7.338 -1.434 -1.395 0.1 0.0 0.0
C 6.544 0.511 -0.859 0.4 0.2 0.0
H 6.871 1.331 -0.216 0.0 -0.1 -0.2
H 6.724 0.800 -1.903 0.0 0.0 0.1
H 8.369 -0.462 -0.358 0.0 0.0 -0.1
H 7.623 -2.060 1.148 0.0 0.1 0.1
H 6.421 -0.801 1.420 0.0 0.0 0.1
H 6.053 -3.130 -0.515 0.0 -0.1 0.0
H 5.552 -3.196 1.171 0.0 -0.1 0.0
H 3.450 -0.559 -1.452 0.2 -0.1 -0.1
H 2.523 1.796 -1.644 0.0 0.0 -0.1
H 0.121 1.681 -1.306 -0.1 0.0 0.0
H -1.758 2.192 -0.412 0.0 -0.1 0.1
H -4.239 2.799 -0.596 -0.1 0.0 0.1
H -7.861 -0.146 -0.698 0.1 0.1 0.0
H -7.209 1.438 -0.273 0.0 0.0 0.0
H -5.830 -0.044 1.544 -0.1 0.0 0.0
H -7.499 0.505 1.851 0.2 0.0 -0.1
H -6.991 -3.380 1.165 0.1 0.0 0.0
H -6.481 -2.382 -0.218 0.0 0.0 0.0
H -5.518 -2.382 1.284 0.0 0.0 0.0

***

# 3
68
Properties=species:S:1:pos:R:3:forces:R:3 method="wB97M-V/def2-TZVPD" spin_multiplicity=1 e_homo_ha=-0.4502 charge=+1 e_tot_ha=-2172.04881
O -1.337 -3.727 -3.889 -1.5 -0.6 -0.4
C -2.287 -3.549 -3.255 1.9 0.8 1.5
N -3.070 -3.213 -2.342 0.7 0.0 -0.8
C -2.847 -1.877 -1.938 -2.1 0.5 -0.8
C -3.886 -0.960 -2.166 0.2 1.2 0.5
C -3.710 0.390 -1.782 1.2 -0.2 0.6
C -4.806 1.450 -1.952 -0.3 0.9 0.2
O -5.712 1.364 -2.716 0.1 -0.9 -0.1
O -4.762 2.548 -1.118 0.6 -0.8 -0.6
C -2.472 0.770 -1.197 -0.7 -0.7 -0.5
C -1.456 -0.173 -0.982 -0.2 1.2 0.4
C -0.148 0.260 -0.309 0.0 0.0 -0.9
C 0.440 1.501 -1.090 -0.4 0.4 0.8
O 1.668 1.929 -0.530 -0.5 -0.7 -0.8
N -1.702 -1.461 -1.354 0.5 0.4 -0.2
N -0.664 -2.420 -1.086 -1.0 -0.4 0.2
C -0.901 -2.792 0.087 0.7 0.3 0.9
S -1.100 -2.986 1.601 0.1 -0.4 -0.7
H -4.841 -1.257 -2.614 0.6 -0.1 0.1
H -3.894 2.978 -1.145 -0.1 0.0 0.4
H -2.309 1.811 -0.908 0.1 -0.6 0.1
H -0.350 0.569 0.734 0.1 -0.2 -0.5
H 0.613 -0.538 -0.309 -0.5 0.3 0.1
H 0.527 1.299 -2.181 -0.1 0.0 0.5
H -0.266 2.339 -0.917 0.5 -0.3 -0.4
H 2.282 1.190 -0.666 0.2 0.3 0.4
O 1.948 0.128 1.719 0.0 -0.2 -0.1
C 3.012 0.276 2.271 0.2 -0.2 0.4
O 4.130 0.217 1.550 -0.2 0.2 -0.5
C 5.436 0.547 2.046 0.4 -0.1 0.2
C 6.066 -0.634 2.753 -0.2 -0.2 0.1
C 3.099 0.441 3.767 0.0 0.6 0.1
H 5.402 1.442 2.670 -0.1 -0.1 0.1
H 6.034 0.801 1.172 -0.3 -0.1 -0.1
H 5.488 -0.935 3.628 0.1 0.1 0.1
H 7.078 -0.390 3.077 0.0 0.0 0.0
H 6.108 -1.496 2.087 0.1 0.1 -0.1
H 3.052 -0.542 4.236 0.0 0.0 0.0
H 2.249 1.037 4.096 -0.1 -0.2 -0.1
H 3.992 0.962 4.102 0.1 -0.2 0.0
O 6.415 -0.310 -1.360 -0.3 0.0 0.3
C 5.575 -0.456 -2.203 0.4 -0.1 -0.4
O 4.317 -0.790 -1.843 -0.3 0.2 0.5
C 3.209 -0.817 -2.745 0.1 -0.1 -0.2
C 3.134 -2.133 -3.491 0.1 -0.1 0.0
C 5.919 -0.361 -3.669 -0.2 0.5 -0.2
H 3.232 0.045 -3.416 0.1 0.0 0.0
H 2.316 -0.704 -2.126 0.1 0.0 0.2
H 4.017 -2.295 -4.110 -0.1 0.1 -0.1
H 2.253 -2.160 -4.135 0.0 0.0 0.0
H 3.082 -2.965 -2.788 -0.1 0.1 0.0
H 6.343 -1.310 -3.997 0.0 0.0 0.0
H 6.661 0.426 -3.795 0.1 -0.2 0.1
H 5.078 -0.098 -4.307 0.0 -0.2 0.0
O -2.985 2.132 2.252 0.0 0.0 -0.3
C -4.054 1.592 2.383 0.0 -0.1 0.4
O -5.178 2.273 2.134 0.2 0.3 -0.3
C -6.484 1.685 2.086 -0.3 -0.1 0.2
C -7.092 1.576 3.468 0.1 0.0 0.1
C -4.145 0.177 2.906 -0.2 -0.3 -0.5
H -6.461 0.727 1.560 0.1 0.0 0.1
H -7.091 2.355 1.477 0.2 0.1 0.0
H -6.504 0.925 4.117 -0.1 -0.1 0.0
H -8.106 1.178 3.411 0.0 0.0 0.0
H -7.125 2.555 3.946 -0.1 0.0 -0.1
H -4.079 0.189 3.994 0.0 0.0 0.0
H -3.306 -0.386 2.500 0.2 0.1 0.2
H -5.047 -0.349 2.603 -0.1 0.1 0.2

***

# 4
62
Properties=species:S:1:pos:R:3:forces:R:3 method="wB97M-V/def2-TZVPD" spin_multiplicity=1 e_homo_ha=-0.2261 e_tot_ha=-1689.69540
Na 1.706 1.017 -0.117 0.8 0.5 -1.1
C 3.692 -0.725 1.289 0.0 0.0 0.1
N 2.763 -1.105 0.220 0.1 -0.2 0.0
C 3.484 -1.773 -0.855 0.0 0.1 0.0
C 1.635 -1.840 0.740 -0.1 0.0 0.1
C 1.489 -3.204 0.545 0.1 -0.1 -0.1
C 0.357 -3.889 0.973 -0.1 -0.1 0.1
C -0.649 -3.181 1.610 0.0 0.0 -0.1
C -0.515 -1.822 1.837 0.1 0.0 0.0
C 0.639 -1.101 1.449 -0.3 0.0 0.1
N 0.825 0.242 1.570 -0.4 -0.4 0.8
C 0.142 1.060 2.421 0.0 -0.1 0.1
C -0.511 0.665 3.611 0.1 0.0 0.0
C -1.167 1.572 4.421 0.0 0.1 0.0
C -1.191 2.923 4.103 -0.1 0.0 0.1
C -0.503 3.348 2.976 0.0 0.1 0.0
C 0.165 2.455 2.156 0.0 -0.1 0.0
N 0.929 2.934 1.009 -0.3 0.4 0.2
C 0.036 3.445 -0.030 0.0 0.0 0.0
C 1.904 3.955 1.398 0.0 -0.1 -0.1
H 4.226 -1.600 1.685 0.0 0.0 0.0
H 3.130 -0.259 2.096 0.0 0.0 0.0
H 4.430 -0.014 0.906 0.0 0.0 0.0
H 4.083 -2.624 -0.503 0.0 0.0 0.0
H 4.171 -1.061 -1.319 0.0 0.0 0.0
H 2.784 -2.125 -1.611 0.0 0.0 0.0
H 2.263 -3.766 0.037 0.0 0.1 0.0
H 0.273 -4.956 0.812 0.0 0.0 0.0
H -1.556 -3.685 1.922 0.0 0.0 0.0
H -1.334 -1.285 2.293 0.0 0.0 0.0
H -0.454 -0.371 3.914 -0.1 0.0 0.0
H -1.663 1.220 5.318 0.0 0.0 0.0
H -1.716 3.634 4.728 0.0 0.0 0.0
H -0.480 4.409 2.749 0.0 0.0 -0.1
H -0.545 4.313 0.309 0.0 0.0 0.0
H -0.667 2.662 -0.313 0.0 0.0 0.0
H 0.616 3.739 -0.910 0.0 0.0 0.0
H 1.439 4.926 1.612 0.0 0.0 0.0
H 2.629 4.100 0.593 0.0 0.0 0.0
H 2.430 3.622 2.291 0.0 0.0 0.0
C -3.323 -0.100 -2.783 0.1 0.0 0.0
N -2.838 -0.753 -1.576 -0.2 -0.1 0.1
C -2.370 -2.098 -1.903 0.1 0.1 0.0
N -1.360 -2.115 -2.961 -0.1 -0.1 0.0
C -1.899 -1.434 -4.132 0.0 0.0 0.1
N -2.338 -0.067 -3.862 -0.1 0.0 -0.2
C -1.215 0.803 -3.537 0.3 0.1 0.1
P -0.276 0.285 -1.992 -0.5 -0.3 -0.5
C -1.791 0.027 -0.927 0.1 0.1 0.0
C -0.114 -1.511 -2.511 0.1 0.2 0.1
H -3.611 0.924 -2.536 0.0 0.0 0.0
H -4.206 -0.633 -3.141 0.0 0.0 0.0
H -3.225 -2.692 -2.237 0.0 0.0 0.0
H -1.950 -2.553 -1.004 0.0 0.0 0.0
H -2.763 -2.002 -4.485 0.0 0.0 0.0
H -1.144 -1.420 -4.921 0.0 0.0 0.0
H -1.577 1.828 -3.423 0.0 0.0 0.0
H -0.514 0.799 -4.376 0.0 0.0 0.0
H -2.199 0.993 -0.615 0.0 0.0 0.0
H -1.464 -0.497 -0.033 0.0 0.0 0.2
H 0.269 -2.076 -1.657 0.0 0.0 0.0
H 0.621 -1.566 -3.321 0.0 0.0 0.1

***

# 5
62
Properties=species:S:1:pos:R:3:forces:R:3 method="wB97M-V/def2-TZVPD" spin_multiplicity=1 e_homo_ha=-0.2903 e_tot_ha=-1659.28161 de_lowest_ev=6.004
C -0.953 4.793 3.392 -0.7 -0.5 -0.2
S -1.317 4.446 5.173 -1.6 0.4 0.6
O -2.580 5.249 5.531 1.9 -1.0 -0.8
C -1.933 2.684 5.136 0.4 0.6 -0.4
H -0.287 5.645 3.255 -0.2 0.1 0.5
H -1.926 4.999 2.946 0.0 0.2 0.1
H -0.525 3.977 2.811 0.1 -0.4 0.5
H -2.620 2.592 4.294 0.0 -0.1 0.1
H -2.443 2.479 6.077 -0.1 0.5 0.0
H -1.117 1.964 5.079 0.2 0.2 -0.3
C -5.576 -4.584 -3.001 0.2 -0.5 -0.1
C -4.378 -5.323 -2.603 0.5 -1.1 0.0
N -3.433 -5.944 -2.366 -0.8 0.7 -0.1
H -5.799 -3.879 -2.199 0.0 0.5 -0.6
H -6.457 -5.207 -3.152 0.2 -0.4 0.4
H -5.371 -4.220 -4.008 0.0 0.8 0.3
C 0.413 -2.549 1.288 0.4 0.4 0.0
C -0.179 -1.289 0.794 0.6 0.6 -0.1
N -0.565 -0.269 0.407 0.2 -1.0 0.4
H -0.305 -3.356 1.141 0.3 -0.1 0.3
H 0.818 -2.444 2.294 -1.1 0.1 0.6
H 1.391 -2.777 0.864 -0.4 0.0 -1.2
N 3.889 6.879 -3.178 0.2 -1.0 -1.0
C 4.590 6.049 -4.039 -0.8 -1.4 0.3
C 3.898 4.823 -4.139 1.2 1.8 1.0
C 2.779 4.940 -3.279 -0.3 0.2 -0.1
C 2.752 6.215 -2.749 0.7 -0.1 0.1
H 4.140 7.847 -3.031 -0.3 -0.3 0.1
H 5.592 6.249 -4.390 -0.2 0.4 -0.1
H 4.307 3.921 -4.570 -0.2 0.1 -0.2
H 2.088 4.130 -3.097 -0.1 0.3 0.1
H 2.129 6.682 -2.000 -0.2 -0.1 -0.2
N -6.394 2.441 0.217 0.5 0.5 1.2
C -6.822 3.550 0.901 -0.9 0.4 -1.0
C -7.969 4.015 0.210 1.1 -0.2 2.0
C -8.261 3.082 -0.801 0.1 0.9 -0.2
C -7.234 2.196 -0.789 -0.4 -2.0 -1.6
H -5.617 1.870 0.519 -0.2 0.1 -0.3
H -6.251 3.834 1.772 -0.3 0.4 -0.1
H -8.553 4.877 0.498 0.1 -0.1 0.0
H -9.096 3.130 -1.485 0.2 -0.1 0.0
H -7.066 1.364 -1.457 0.0 0.0 0.1
N 2.359 -7.026 3.959 -1.4 1.2 1.9
C 1.005 -7.194 3.724 -0.2 -0.8 -0.6
C 0.219 -6.591 4.702 1.7 0.8 -1.0
C 1.136 -5.868 5.516 2.0 -1.3 -0.6
C 2.455 -6.228 5.091 -1.7 0.7 0.5
H 3.161 -7.420 3.488 -0.5 0.0 -0.1
H 0.731 -7.710 2.816 -0.2 -0.1 0.2
H -0.852 -6.454 4.751 0.1 -0.4 -0.3
H 0.848 -5.189 6.305 0.3 -0.2 0.1
H 3.406 -5.984 5.540 -0.1 0.0 -0.2
N 7.170 -1.230 -5.331 -1.7 -1.6 0.9
C 7.924 -2.015 -4.538 1.0 -1.9 3.1
C 7.112 -2.672 -3.488 3.4 1.5 -3.1
C 5.848 -2.244 -3.772 -1.3 0.0 0.0
C 5.883 -1.490 -4.912 -1.8 1.7 -0.4
H 7.396 -0.820 -6.225 0.2 -0.1 0.4
H 9.002 -2.020 -4.605 -0.1 -0.1 -0.2
H 7.401 -3.435 -2.780 0.3 0.4 0.0
H 5.012 -2.459 -3.123 -0.4 0.0 -0.5
H 5.026 -1.033 -5.385 0.2 0.1 -0.1

***

# 6
65
Properties=species:S:1:pos:R:3:forces:R:3 method="wB97M-V/def2-TZVPD" spin_multiplicity=6 e_homo_ha="-0.5022 / -0.5025" charge=+2 e_tot_ha=-2692.62497 de_lowest_ev=0.288 s2=8.76
Sm -0.095 -0.503 0.530 0.2 -0.7 0.2
N 3.065 2.373 -1.189 0.1 -0.1 0.0
C 1.982 1.651 -0.890 -0.1 0.1 0.0
S 2.279 -0.070 -0.587 -0.4 0.2 0.2
N 0.846 2.301 -0.885 0.0 0.2 0.1
N -0.266 1.630 -0.453 0.5 0.0 -0.6
C -1.414 2.139 -0.763 -0.3 0.1 0.1
C -1.620 3.347 -1.581 0.0 0.1 0.0
C -2.529 3.280 -2.641 0.0 -0.1 0.0
C -2.741 4.380 -3.453 0.0 0.0 0.0
C -2.071 5.568 -3.194 0.0 0.0 0.0
C -1.181 5.647 -2.130 0.0 0.0 0.0
C -0.940 4.540 -1.335 0.0 0.0 0.1
C -2.610 1.416 -0.225 0.1 0.1 -0.1
C -3.835 2.048 -0.106 -0.2 0.1 0.0
C -4.920 1.342 0.396 0.0 0.1 0.0
C -4.756 0.020 0.776 -0.1 0.0 0.0
C -3.497 -0.532 0.664 0.1 0.0 0.0
N -2.445 0.142 0.184 0.1 0.0 -0.1
H 3.957 1.931 -1.319 0.0 0.0 0.0
H 2.958 3.349 -1.415 0.0 0.0 0.0
H -3.058 2.355 -2.849 0.0 0.0 0.0
H -3.431 4.312 -4.284 0.0 0.0 0.0
H -2.242 6.432 -3.823 0.0 0.0 0.0
H -0.661 6.574 -1.927 0.0 0.0 0.0
H -0.226 4.600 -0.525 0.0 0.0 0.0
H -3.934 3.081 -0.408 0.0 0.0 0.0
H -5.886 1.824 0.486 0.1 0.0 0.0
H -5.578 -0.570 1.157 0.0 0.0 0.0
H -3.319 -1.557 0.971 0.0 0.0 0.0
C -1.050 -3.811 0.788 0.1 0.0 -0.1
N -0.940 -5.192 0.398 0.1 0.0 -0.1
C -1.091 -5.292 -1.062 0.1 0.0 0.0
N -0.061 -4.513 -1.760 0.0 0.0 0.1
C -0.172 -3.133 -1.366 0.0 -0.1 0.1
N -0.009 -2.947 0.128 0.0 -0.2 -0.2
C 1.339 -3.534 0.493 -0.1 0.0 -0.1
N 1.450 -4.912 0.095 -0.1 0.0 0.0
C 0.397 -5.686 0.762 0.0 0.0 -0.1
C 1.263 -5.013 -1.360 -0.1 0.0 0.1
H -0.927 -3.721 1.870 0.0 0.0 0.1
H -2.035 -3.433 0.503 -0.1 0.0 0.0
H -2.078 -4.927 -1.350 0.0 0.0 0.0
H -1.010 -6.336 -1.357 0.0 0.0 0.0
H -1.157 -2.753 -1.648 -0.1 0.0 0.0
H 0.599 -2.546 -1.864 0.1 0.1 -0.1
H 1.460 -3.456 1.575 0.0 0.0 0.1
H 2.112 -2.944 0.001 0.1 0.1 -0.1
H 0.526 -5.621 1.843 0.0 0.0 0.0
H 0.480 -6.730 0.467 0.0 0.0 0.0
H 1.353 -6.056 -1.659 0.0 0.0 0.0
H 2.037 -4.437 -1.867 0.0 0.0 0.0
C 0.891 0.963 4.094 0.0 -0.1 -0.1
P -0.333 -0.196 3.404 0.1 0.1 0.5
C -1.933 0.529 3.887 0.0 0.0 0.0
C -0.181 -1.662 4.475 0.0 0.0 -0.1
H 0.713 1.084 5.163 0.0 0.0 0.0
H 0.817 1.937 3.611 0.0 0.0 0.0
H 1.900 0.579 3.945 0.0 0.0 0.0
H -1.941 0.701 4.964 0.0 0.0 0.0
H -2.752 -0.143 3.631 0.0 0.0 0.0
H -2.088 1.481 3.377 0.0 0.0 0.0
H -0.269 -1.350 5.516 0.0 0.0 0.0
H 0.791 -2.136 4.334 0.0 0.0 0.0
H -0.964 -2.389 4.260 0.0 0.0 0.0